*1*
The following is a quantum chemistry calculation of a cluster of 2 separate species, C4H14NO2 in total, from OMol25.

The geometry in XYZ format:
```
21
C4H14NO2, DFT ωB97M-V/def2-TZVPD
O -1.359 -1.963 0.328
C 0.041 -1.981 -0.006
C 0.813 -0.917 0.807
N 0.258 0.455 0.407
C 1.024 1.120 -0.675
C 0.700 0.705 -2.068
H -1.703 -2.461 1.105
H 0.549 -2.930 0.051
H 0.041 -1.758 -1.061
H 0.602 -1.050 1.909
H 1.998 -0.916 0.641
H 0.102 1.056 1.253
H -0.668 0.118 0.292
H 0.790 2.259 -0.679
H 2.113 1.036 -0.322
H 1.526 0.757 -2.801
H 0.374 -0.347 -2.163
H -0.115 1.353 -2.411
H -2.364 1.927 2.626
H -2.605 2.004 1.049
O -2.116 1.532 1.717
```

Results
HOMO-LUMO gap: 12.09 eV
LUMO level: -2.90 eV
spin multiplicity: 1
charge: +1

*2*
The following is a quantum chemistry calculation of a cluster of 3 separate species, C4H14NO2 in total, from OMol25.

The geometry in XYZ format:
```
21
C4H14NO2, DFT ωB97M-V/def2-TZVPD
C 0.550 3.253 2.210
C -0.717 2.874 1.459
C -0.836 1.448 1.015
C 0.248 0.761 0.722
N 0.142 -0.669 0.315
H 0.406 4.201 2.724
H 0.814 2.508 2.951
H 1.394 3.336 1.524
H -1.555 3.179 2.071
H -0.835 3.546 0.608
H -1.848 1.080 0.928
H 1.198 1.208 0.490
H -0.420 -0.650 -0.534
H -0.396 -1.239 0.968
H 1.023 -1.134 0.092
H 0.579 -2.853 -1.986
H 2.075 -2.698 -1.775
O 1.238 -2.273 -1.551
H -0.269 -4.437 -3.069
H -1.216 -3.581 -3.822
O -0.841 -3.668 -2.934
```

Results
HOMO-LUMO gap: 11.14 eV
LUMO level: -3.01 eV
spin multiplicity: 1
charge: +1

Most stable structure, least stable structure: *2*, *1*.

*1*
The following is a quantum chemistry calculation of a cluster of 3 separate species, C4H14NO2 in total, from OMol25.

The geometry in XYZ format:
```
21
C4H14NO2, DFT ωB97M-V/def2-TZVPD
C -1.746 -0.196 0.445
C -1.189 -1.541 0.975
C -1.293 -2.112 2.422
C -0.233 -2.612 3.017
N -0.703 0.801 1.008
H -1.674 -0.357 -0.674
H -2.844 -0.029 0.765
H -1.770 -2.368 0.335
H -0.113 -1.493 0.734
H -2.210 -2.185 3.058
H -0.096 -2.901 4.164
H 0.790 -2.456 2.637
H 0.113 0.921 0.439
H -1.248 1.771 0.959
H -0.567 0.652 2.032
H 4.530 1.418 -4.833
H 4.336 2.831 -5.273
O 3.928 2.190 -4.583
H 0.428 2.257 -2.415
H -0.586 1.546 -1.630
O 0.148 2.004 -1.481
```

Results
HOMO-LUMO gap: 10.13 eV
LUMO level: -3.44 eV
spin multiplicity: 1
charge: +1

*2*
The following is a quantum chemistry calculation of a cluster of 2 separate species, C4H14NO2 in total, from OMol25.

The geometry in XYZ format:
```
21
C4H14NO2, DFT ωB97M-V/def2-TZVPD
C -2.077 1.041 0.892
C -1.006 0.142 0.332
C -0.016 -0.322 1.399
C 1.189 -1.053 0.851
O 0.754 -1.899 -0.206
N -0.283 0.903 -0.750
H -2.885 1.245 0.188
H -1.660 2.020 1.167
H -2.509 0.634 1.794
H -1.433 -0.718 -0.171
H 0.331 0.559 1.957
H -0.600 -0.904 2.109
H 1.946 -0.357 0.474
H 1.656 -1.639 1.652
H 1.361 -2.641 -0.287
H 0.439 0.356 -1.276
H -0.940 1.243 -1.454
H 0.155 1.729 -0.345
H 2.124 0.614 -2.934
H 1.959 -0.897 -2.749
O 1.495 -0.058 -2.645
```

Results
HOMO-LUMO gap: 11.37 eV
LUMO level: -3.08 eV
spin multiplicity: 1
charge: +1

Most stable structure, least stable structure: *2*, *1*.